1.
ORCA calculation (ωB97M-V with the def2-TZVPD basis set) on one molecule with the formula C18H27N3S.

```
! RIJCOSX wB97M-V def2-TZVPD def2/J DEFGRID3
* xyz 0 1
C -1.983 3.603 -1.549
H -0.022 0.867 0.488
C -2.765 2.566 -0.748
H 3.275 2.699 -0.752
H -4.537 -0.837 1.708
C 3.191 0.553 -0.544
H -2.445 1.174 0.870
H -3.122 1.782 -1.421
H -0.951 0.528 -0.979
C -1.885 1.940 0.330
C -3.350 -2.179 0.537
H -1.945 -3.466 -0.435
H -4.152 -2.416 -0.147
H 3.702 0.390 0.406
H 0.769 1.120 -3.285
C -0.639 1.318 -0.292
S 2.327 -0.981 1.863
C 1.810 -1.266 0.311
N 1.029 -2.336 0.026
H -3.639 3.033 -0.289
N 1.463 2.026 -1.553
H -1.693 4.426 -0.892
H -1.037 2.186 -2.849
C -2.534 -0.992 2.452
C 1.572 1.003 -2.558
H 2.099 2.120 0.442
H 0.685 -2.440 -0.916
H 0.506 -0.768 -1.903
H -0.482 -1.334 2.960
C 0.151 2.398 -1.048
H -2.697 -0.300 3.265
H -2.612 4.014 -2.341
C -1.290 -1.576 2.286
C -1.070 -2.474 1.251
H -0.164 3.719 -2.719
H 0.220 -4.112 0.705
H 2.518 1.168 -3.085
C -0.732 2.975 -2.158
H -1.587 2.707 1.048
H 0.349 3.216 -0.343
H 0.883 -3.029 1.958
C 2.516 1.930 -0.549
N 2.203 -0.485 -0.720
C 1.545 -0.447 -2.009
C 0.298 -3.074 1.037
C -2.108 -2.766 0.375
H 3.920 0.472 -1.356
H 2.046 -1.118 -2.722
C -3.566 -1.293 1.579
*
```

Output
E: -1264.5577 Eh
Orbital gap: 8.6 eV
LUMO energy: 0.6 eV
E_HOMO: -7.97 eV
Structure (SMILES): S=C(NCc1ccccc1)N1CCN(C2CCCCC2)CC1

Atom charges from the natural (NBO) analysis, given in e for atoms 1 to 4:
1. C -0.395
2. H 0.225
3. C -0.395
4. H 0.188

2.
ORCA calculation (ωB97M-V with the def2-TZVPD basis set) on C48H60AsHgN4O3SSi as an isolated structure.

```
! RIJCOSX wB97M-V def2-TZVPD def2/J DEFGRID3
* xyz 0 2
C -2.046 4.019 2.507
H 1.315 4.732 -0.700
H -4.130 -3.427 5.164
C -2.576 -1.974 5.421
C 5.300 1.881 -1.392
C -3.975 -4.187 0.295
Hg -1.263 0.828 -1.292
H 5.611 2.467 -3.448
H 4.757 0.923 -3.251
H 0.838 4.878 -4.956
H 1.401 -3.036 -3.177
H -7.432 -0.457 0.760
C 1.796 -4.184 0.675
H -4.480 2.061 -2.145
H 4.073 1.827 1.683
N -0.569 4.345 -1.410
C 0.445 4.733 -3.957
C -1.165 3.552 3.468
C 6.589 1.077 -1.243
H 2.412 1.781 2.272
H 2.804 -3.906 0.961
As -1.834 -2.147 0.727
H 5.694 3.264 0.216
H 2.311 5.126 -2.954
C -5.558 -0.286 1.803
H 3.907 2.444 -2.941
H -0.650 -0.759 2.920
H 0.336 1.240 1.516
O 2.599 -0.292 0.673
C -4.092 -2.182 -1.013
H -1.160 3.984 4.462
C 1.547 -5.414 0.083
C -6.454 0.008 0.785
H -0.995 -0.521 5.354
H 3.870 -3.818 -3.438
N -1.202 2.465 0.936
H 2.825 -0.706 3.976
C -2.810 3.878 -2.246
H 5.242 -0.380 1.097
H 2.884 -1.928 -4.841
H -2.694 4.974 -0.054
H 2.359 -6.107 -0.101
C -1.595 -1.223 4.788
H -3.801 -3.644 2.751
H -6.773 1.177 -0.991
N -3.971 1.227 0.846
H 3.749 1.380 3.374
H 0.421 2.136 3.858
H 5.096 -2.885 -2.552
H -3.993 4.042 0.682
C -1.351 4.201 -2.475
C -4.333 0.355 1.791
H 1.084 -1.381 -2.618
C -0.344 2.023 1.850
H -5.478 -5.660 -0.110
H -3.694 -1.206 -1.271
C 3.392 1.300 2.346
C 4.040 -3.159 -2.584
N -3.130 3.160 -1.018
C -5.097 -4.678 -0.359
C -1.397 -1.362 3.423
C 1.714 -2.259 -2.475
H 0.977 -2.291 1.237
Si 3.063 0.233 -0.817
C 0.711 4.658 -1.598
S 1.514 1.278 -1.790
H -1.549 4.274 -4.618
H 4.518 -1.903 1.641
H -5.803 -0.990 2.588
C 3.266 -0.172 1.943
C -3.158 -2.978 3.307
H -3.158 3.274 -3.083
H -5.693 -2.072 -2.435
C 3.181 -1.907 -2.705
C -5.718 -3.919 -1.344
C -4.828 1.511 -0.123
O 3.673 -0.986 -1.721
C -6.090 0.919 -0.189
H 5.150 -0.753 2.834
H -6.592 -4.304 -1.854
H 2.849 -0.312 -4.113
H -3.496 -4.801 1.047
C -5.216 -2.668 -1.668
C -3.454 -2.932 -0.027
H -3.360 4.834 -2.297
C -4.442 2.541 -1.165
H 1.571 -2.626 -1.459
H 1.390 -0.471 2.964
C -0.788 -4.840 -0.101
H 6.385 0.027 -1.465
H 4.566 3.870 -1.006
C -2.165 -2.245 2.663
C 1.264 4.875 -2.849
H 0.054 -6.688 -0.785
C -2.040 3.439 1.243
C -3.013 3.959 0.198
C 2.404 -0.873 2.983
H 6.308 3.796 -1.365
H 7.357 1.443 -1.928
H 3.788 -3.706 -1.672
C -0.884 4.394 -3.770
C -3.355 -2.848 4.676
C -0.288 2.527 3.140
C 0.760 -3.283 0.859
H 6.961 1.149 -0.219
C 0.254 -5.736 -0.308
C 4.868 1.932 -2.853
H 4.400 -1.160 -4.339
O 4.308 1.263 -0.571
H -2.735 -1.874 6.487
H -5.241 3.303 -1.152
C 3.344 -1.284 -4.088
C 5.483 3.294 -0.854
H 2.360 -1.951 2.814
C 4.635 -0.842 1.876
H -1.781 -5.104 -0.437
H -2.736 4.822 2.739
H -3.607 0.189 2.580
C -0.548 -3.607 0.500
*
```

Output
E: -5386.8521 Eh
Orbital gap (spin up / spin down): 7.5 / 6.2 eV
LUMO energy (spin up / spin down): 0.6 / -1.3 eV
⟨S²⟩: 0.762
E_HOMO (spin up / spin down): -6.87 / -7.55 eV

Atom charges from the Löwdin analysis, given in e for atoms 1 to 4:
1. C -0.026
2. H 0.109
3. H 0.102
4. C -0.090

3.
ORCA calculation (ωB97M-V with the def2-TZVPD basis set) on C7H10BNO as an isolated structure at a distorted geometry.

```
! RIJCOSX wB97M-V def2-TZVPD def2/J DEFGRID3
* xyz 0 1
H 1.082 -1.805 1.363
O 1.007 -0.187 -1.454
H -1.732 -0.221 2.132
H 3.053 -1.346 0.135
C -2.304 -0.253 1.284
C -4.290 -0.239 0.083
C -1.616 -0.318 0.071
H 1.927 -0.154 -1.608
H 0.960 -0.150 1.962
H 3.209 -0.921 1.879
C 1.323 -0.762 1.073
H -1.752 -0.072 -2.131
C -2.265 -0.206 -1.080
H -4.139 0.107 -1.985
C 2.799 -0.702 0.884
C -3.615 -0.091 -1.088
H 3.139 0.256 0.619
N -3.610 -0.287 1.233
B 0.503 -0.478 -0.250
H -5.367 -0.295 0.104
*
```

Output
E: -427.5375 Eh
Orbital gap: 8.9 eV
LUMO energy: 0.3 eV
E_HOMO: -8.59 eV

Atom charges from the natural (NBO) analysis, given in e for atoms 1 to 4:
1. H 0.243
2. O -0.900
3. H 0.184
4. H 0.194

4.
ORCA calculation (ωB97M-V with the def2-TZVPD basis set) on C30H52Br12N7O7 as an isolated structure at a distorted geometry.

```
! RIJCOSX wB97M-V def2-TZVPD def2/J DEFGRID3
* xyz 1 1
H -5.342 0.754 0.655
Br 5.982 -0.562 0.777
H -5.155 -5.098 -0.893
H 2.345 -1.202 2.880
H -1.968 -1.079 -1.270
H -0.171 0.499 -2.325
H 2.600 0.150 0.157
H 0.610 3.192 -3.745
H -1.540 1.617 0.093
C 0.875 -2.054 -2.277
C 0.548 5.952 -1.785
C 1.499 -3.748 2.841
H 4.698 1.335 5.455
H 4.222 5.868 -3.806
H -0.327 -2.087 -4.942
H 2.991 3.680 -3.782
C -0.757 -4.027 3.645
N -1.933 -2.428 -3.040
Br -2.111 5.330 4.161
C 5.144 0.512 5.997
N -4.546 -4.309 -1.023
H 2.191 0.450 2.885
Br -2.177 -0.055 3.159
Br 3.779 -0.753 6.666
Br -0.392 2.242 4.907
C 1.989 -4.144 4.080
H 0.107 -2.222 -3.030
C -1.216 0.444 4.838
Br -2.860 4.799 1.103
H -2.780 -4.344 1.594
N -3.642 -4.538 1.098
C 1.100 -4.665 5.021
H 0.106 -1.072 1.450
Br 6.515 -1.824 -2.193
H 7.130 -2.592 0.178
N -1.017 -1.369 -4.853
C 0.269 -2.086 -0.895
H 1.421 -5.173 5.921
H -4.344 -0.517 1.108
C 0.108 4.780 -2.374
H -2.024 -0.893 0.382
O -2.098 -3.858 3.395
H -1.912 2.937 -3.540
H -1.754 1.291 -1.574
H -4.145 -5.401 1.198
H -0.198 -3.292 1.693
H -0.612 -2.711 -0.748
C -3.702 -3.884 -0.053
H 0.148 0.678 1.138
C 1.869 6.373 -1.947
C -2.146 2.814 -5.593
H -4.185 1.318 1.598
H 1.766 -0.422 -3.381
N -1.920 4.171 -5.652
H 0.949 -2.494 -0.145
N -2.112 2.325 -4.313
O 3.343 -4.239 4.295
H -0.967 -4.953 5.581
C 1.613 -0.713 -2.346
H 3.752 -4.533 3.475
C 6.276 -2.103 -0.272
H -3.843 2.084 -0.569
H 2.545 -0.780 -1.788
H 1.054 1.082 -1.182
H -1.910 4.738 -4.824
H -0.804 4.066 2.381
H 2.216 -3.323 2.146
H -1.995 0.400 5.585
H 3.730 -0.166 2.346
C -0.274 -4.598 4.830
O -1.221 4.467 -2.410
C -1.899 -1.306 -3.822
Br 0.087 -0.902 5.433
H 2.376 -1.440 0.500
Br 6.148 1.082 7.565
Br -0.342 6.511 1.729
C -2.104 0.972 -0.589
C 0.566 -0.283 0.855
C -1.387 4.976 2.416
C -1.516 -0.468 -0.488
H 2.197 7.346 -1.615
H -1.015 -0.546 -5.440
O -2.658 -0.332 -3.736
C 2.727 5.526 -2.636
Br 6.459 -0.282 4.754
H -4.073 0.536 -1.313
H -4.635 -3.791 -1.875
H -1.899 4.721 -6.489
O -2.059 2.112 -6.595
Br 4.777 -3.368 0.030
H -2.144 1.312 -4.171
H -0.182 6.607 -1.325
C 0.613 0.197 -1.636
C 0.132 -3.621 2.674
C -4.278 0.535 0.843
C 2.660 -0.340 2.288
H -2.554 -3.824 4.243
H -2.592 -2.341 -2.269
O 4.020 5.981 -2.873
H -1.793 5.207 -2.180
C -3.616 1.024 -0.449
C 2.353 4.312 -3.182
C 2.063 -0.467 0.885
O -2.924 -2.933 -0.351
C 0.992 3.970 -3.095
H -1.460 -3.253 -3.341
H 1.611 -2.856 -2.365
N -0.043 -0.611 -0.518
*
```

Output
E: -32972.2710 Eh
Orbital gap: 7.8 eV
LUMO energy: -2.6 eV
E_HOMO: -10.33 eV

Atom charges from the Löwdin analysis, given in e for atoms 1 to 4:
1. H 0.080
2. Br 0.640
3. H 0.107
4. H 0.052

5.
ORCA calculation (ωB97M-V with the def2-TZVPD basis set) on one molecule with the formula C15H22N2O4.

```
! RIJCOSX wB97M-V def2-TZVPD def2/J DEFGRID3
* xyz 0 1
C 2.334 0.711 -2.066
H -0.384 0.518 -2.324
H -0.135 -2.788 1.706
H 1.557 2.387 -0.899
O 0.023 1.276 0.831
H -3.565 2.430 0.533
C -0.507 0.889 -0.198
H -5.590 1.608 1.659
O -2.235 -0.914 3.213
C -0.839 -1.235 3.057
H -2.175 0.117 -1.103
H 5.674 -0.344 -1.812
C 3.796 0.786 -2.083
H 4.704 -0.108 -0.283
H 1.076 2.490 -2.617
H -0.383 -1.094 4.034
C 1.432 -0.321 -1.399
C -0.808 -2.683 2.555
C -2.689 0.512 0.893
O -3.637 -1.511 0.079
C -3.905 1.401 0.688
H 1.277 -1.267 -1.916
H -2.398 -3.350 1.154
H 3.141 -0.497 -3.763
H 3.044 1.299 -4.101
O -4.707 1.281 1.848
C -3.138 -0.944 1.033
H -4.440 1.064 -0.206
C -2.271 -2.947 2.156
N -2.897 -1.626 2.204
C 1.317 1.815 -1.796
C 3.095 0.508 -3.361
H -2.125 0.853 1.755
H 5.535 2.132 -2.280
H 1.721 -0.506 -0.362
H -0.488 -3.376 3.330
H -0.386 -0.543 2.342
N -1.827 0.566 -0.270
H -2.766 -3.604 2.868
C 0.272 0.715 -1.476
C 4.825 1.716 -1.577
H 4.564 2.365 -0.750
C 4.909 0.220 -1.295
*
```

Output
E: -995.1234 Eh
Orbital gap: 10.0 eV
LUMO energy: 0.7 eV
E_HOMO: -9.30 eV
Structure (SMILES): O=C([C@H](CO)NC(=O)[C@H]1C[C@@]2(C1)C[C@]21CC1)N1CCCO1

Atom charges from the natural (NBO) analysis, given in e for atoms 1 to 4:
1. C -0.041
2. H 0.205
3. H 0.216
4. H 0.229

6.
ORCA calculation (ωB97M-V with the def2-TZVPD basis set) on an isolated ion of composition C3H8NO3 and charge +1 at a distorted geometry.

```
! RIJCOSX wB97M-V def2-TZVPD def2/J DEFGRID3
* xyz 1 1
H -0.615 2.692 1.245
H 1.751 0.061 -1.288
H 1.080 1.451 -0.746
H -1.593 0.770 0.237
H 1.137 -0.252 1.028
H 0.115 0.418 -1.676
O -0.118 -1.902 -1.284
O -0.749 -2.143 0.883
N 0.863 0.476 -0.983
H -0.343 -2.843 -1.409
O -0.030 1.964 1.010
H -0.972 0.320 1.839
C -0.696 0.728 0.870
C 0.370 -0.181 0.273
C -0.201 -1.558 0.001
*
```

Output
E: -399.3465 Eh
Orbital gap: 11.7 eV
LUMO energy: -3.6 eV
E_HOMO: -15.29 eV
Structure (SMILES): [NH3+][C@@H](CO)C(=O)O

Atom charges from the natural (NBO) analysis, given in e for atoms 1 to 4:
1. H 0.512
2. H 0.455
3. H 0.469
4. H 0.187

7.
ORCA calculation (ωB97M-V with the def2-TZVPD basis set) on a 7-piece molecular cluster, C29H47BN6O overall at a distorted geometry.

```
! RIJCOSX wB97M-V def2-TZVPD def2/J DEFGRID3
* xyz 0 1
H -4.866 1.551 -2.567
H 0.209 -6.278 4.647
H -1.783 -2.291 3.878
H 0.714 3.610 3.818
C -0.382 1.639 -3.362
C 3.222 -3.122 0.166
H -1.974 -4.864 5.442
H 4.876 -4.571 0.513
H 5.966 1.699 -3.230
H 4.827 -0.626 -4.116
H 3.787 1.371 2.145
C 1.817 3.480 3.729
H -1.728 -1.333 -1.870
H 3.724 -2.375 0.383
C 4.541 -0.071 -3.274
C -2.965 3.077 -0.853
H -0.163 1.153 -5.640
H -0.324 -0.878 0.956
H 2.499 0.627 -0.774
N -1.515 2.550 -2.667
C -2.632 2.146 -1.985
H -6.679 0.786 2.720
C 4.025 1.584 -1.568
H -1.748 1.612 -5.006
H 3.270 5.138 4.529
H 1.455 1.542 2.733
B 0.265 0.027 1.417
C 3.060 4.205 3.970
C 5.133 1.204 -2.683
H -0.234 -0.518 -3.426
C 1.563 -4.704 -0.315
C -1.764 -0.266 -2.288
H -6.408 -1.800 2.062
H -3.736 1.737 -3.766
C -5.652 -1.116 2.084
H 3.014 -6.440 -0.014
H -2.332 -0.326 -3.149
H -3.630 0.471 -1.111
H 1.172 0.428 0.575
H 1.032 -2.550 -0.428
H -2.675 0.179 1.709
C -0.010 -5.289 4.246
C 1.004 2.185 -3.291
C -1.195 -3.130 3.909
C -0.438 0.205 -2.736
H -4.248 3.200 -3.114
H 1.230 2.337 -2.202
C 0.752 -4.303 3.329
C -3.896 2.087 -2.931
H -3.781 -2.275 1.565
H 1.232 3.222 -3.455
C 4.178 3.371 3.460
H -2.043 3.256 -0.243
N 3.177 0.467 -1.449
H -0.460 0.764 1.883
C -4.174 -1.302 1.849
H 2.407 -1.228 -2.436
N 2.155 2.369 2.975
C -2.452 0.781 -1.337
H -0.300 2.762 -5.394
H 3.996 2.493 -0.928
H 5.280 3.651 3.440
N -0.010 -3.140 3.253
O -1.361 3.814 -2.847
H -4.057 2.055 2.541
C -4.427 0.937 2.416
H 1.828 1.572 -3.712
C 1.788 -3.294 -0.191
H 1.538 -4.497 2.800
H 0.341 -2.252 2.627
C 3.281 -0.430 -2.398
N -3.564 -0.021 1.850
C -5.749 0.221 2.529
C 2.796 -5.371 0.005
C -1.259 -4.479 4.652
H 0.327 0.076 -2.028
H 0.732 -5.307 -0.626
C 3.454 2.249 2.732
C -0.655 1.755 -4.825
H 0.983 -0.448 2.216
H -3.447 4.077 -1.268
H -1.965 0.766 -0.482
N 3.746 -4.480 0.305
H -3.753 2.846 -0.057
*
```

Output
E: -1561.1211 Eh
Orbital gap: 2.4 eV
LUMO energy: -4.4 eV
E_HOMO: -6.83 eV

Atom charges from the Löwdin analysis, given in e for atoms 1 to 4:
1. H 0.155
2. H 0.051
3. H 0.049
4. H 0.101

8.
ORCA calculation (ωB97M-V with the def2-TZVPD basis set) on an isolated ion of composition C3H3N2O3PS and charge -2 at a distorted geometry.

```
! RIJCOSX wB97M-V def2-TZVPD def2/J DEFGRID3
* xyz -2 1
P -2.665 0.079 0.305
O -3.139 0.212 1.735
H -0.966 1.391 -1.478
N 0.889 -0.562 1.274
C -0.862 0.371 0.225
O -2.946 -1.233 -0.498
H 3.162 -1.668 0.777
N 3.068 -0.782 0.249
H 3.362 -0.905 -0.759
O -2.856 1.330 -0.565
C 1.770 -0.358 0.506
C -0.281 1.016 -0.732
S 1.463 1.108 -1.038
*
```

Output
E: -1190.8418 Eh
Orbital gap: 5.5 eV
LUMO energy: 5.2 eV
E_HOMO: -0.23 eV

Atom charges from the natural (NBO) analysis, given in e for atoms 1 to 4:
1. P 2.312
2. O -1.206
3. H 0.322
4. N -0.530